[1]
Below is a structure of composition EuHO2P, with properties calculated with ωB97M-V/def2-TZVPD.

The lowest unoccupied orbital energy (spin up / spin down) is -9.98 / -14.30 eV. As for the total charge: +2. The spin multiplicity is 8. The calculation puts the HOMO energy (spin up / spin down) at -19.2 / -19.7 eV. The frontier orbital gap (spin up / spin down) comes out at 9.25 / 5.43 eV.

Atoms and positions in Å:
P (-1.274, 0.533, -0.401)
O (-0.378, 1.784, -0.154)
Eu (1.766, 0.717, -0.355)
O (-0.242, -0.656, -0.311)
H (-1.106, -2.945, -0.188)

=====

[2]
Below is a cluster of 3 separate species, C2H11N2O2 in total, with properties calculated with ωB97M-V/def2-TZVPD.

The lowest unoccupied orbital energy is -3.04 eV. As for the total charge: +1. The spin multiplicity is 1. The calculation puts the HOMO energy at -14.5 eV. The frontier orbital gap comes out at 11.51 eV.

Atoms and positions in Å:
C (2.514, 0.079, 0.998)
N (1.409, 0.030, 0.097)
C (0.856, -1.071, -0.425)
N (-0.258, -1.128, -1.120)
H (3.104, -0.860, 0.946)
H (2.243, 0.207, 2.036)
H (3.234, 0.985, 0.710)
H (0.908, 0.864, -0.161)
H (1.353, -2.012, -0.168)
H (-0.843, -0.329, -1.126)
H (-0.429, -1.920, -1.799)
H (-3.598, -0.262, 0.188)
H (-3.301, 0.234, 1.571)
O (-2.875, 0.174, 0.699)
H (-1.254, 2.252, -1.334)
H (-1.855, 1.375, -0.208)
O (-1.206, 1.383, -0.901)

=====

Energy relative to the best compared isomer or geometry (same formula, charge and spin) (computed, kJ/mol): 472.76; 46.92
E_tot (computed, hartree): -1201.96825; -342.57057